No. 1
Below is a single C22H22N2O3S molecule, with properties calculated with the ωB97M-V functional and the def2-TZVPD basis.

Values from the calculation:
frontier orbital gap: 8.2 eV
calculated total energy: -43129.3375 eV
relative energy (zero: lowest compared OMol25 entry of this formula, charge and spin): 14.5 kcal/mol

Structure (XYZ):
```
50
C22H22N2O3S, DFT the ωB97M-V functional and the def2-TZVPD basis
C -1.96299 0.26828 5.01051
C -1.06329 0.05186 3.85365
C -0.48189 -1.20144 3.68784
C 0.38498 -1.42609 2.56547
C 0.64832 -0.44623 1.60256
C 1.51170 -0.79820 0.40688
C 0.71997 -0.88025 -0.90266
C 1.10251 -0.09851 -1.96082
C 0.34320 -0.02208 -3.17184
O 0.65990 0.73772 -4.06312
N -0.79400 -0.80550 -3.33586
C -1.13296 -1.70397 -2.34365
C -0.43811 -1.77280 -1.12474
N -0.85498 -2.77628 -0.22499
C -0.16154 -4.07237 -0.21154
C -2.01298 -2.53414 0.59466
S -2.40975 -2.79623 -2.80107
C -2.38863 -2.18106 -4.53882
C -1.58868 -0.86135 -4.57519
C -2.39571 0.42490 -4.76038
O -3.60714 0.33700 -4.98902
O -1.74237 1.64783 -4.63654
C 0.11165 0.83920 1.80229
C 0.28506 1.89070 0.85964
C -0.29739 3.12821 1.05104
C -1.03683 3.40079 2.18348
C -1.34043 2.35722 3.07809
C -0.73165 1.08370 2.93608
H -1.43788 0.81827 5.78468
H -2.83789 0.82381 4.71606
H -2.30963 -0.67921 5.39448
H -0.73162 -2.02912 4.34056
H 0.76206 -2.42562 2.35992
H 1.90621 -1.80860 0.50815
H 2.35617 -0.10207 0.42497
H 1.94552 0.57680 -1.81639
H -0.85492 -4.90295 0.00708
H 0.59265 -4.10598 0.57242
H 0.31741 -4.29404 -1.19174
H -2.00337 -3.06704 1.53281
H -2.11697 -1.44434 0.81829
H -2.92806 -2.84003 0.07929
H -3.42438 -2.03554 -4.89166
H -1.90747 -2.87700 -5.20140
H -0.86797 -0.94259 -5.41472
H -0.78918 1.47215 -4.43367
H 0.81416 1.70238 -0.06768
H -0.17313 3.87632 0.29390
H -1.48730 4.36700 2.38556
H -2.02630 2.62607 3.88821
```



No. 2
Below is C3HO2 as an isolated structure, with properties calculated with the ωB97M-V functional and the def2-TZVPD basis.

Values from the calculation:
frontier orbital gap: 6.8 eV
calculated total energy: -7220.2315 eV
relative energy (zero: lowest compared OMol25 entry of this formula, charge and spin): 32.1 kcal/mol
total charge: -1

Structure (XYZ):
```
6
C3HO2, DFT the ωB97M-V functional and the def2-TZVPD basis
C 0.53704 0.22861 -0.01628
C 0.05423 1.48261 1.35785
C 1.66469 0.16033 -0.55569
O 0.77796 1.69203 2.27902
O 2.66075 0.31289 -1.18374
H -0.52750 -0.15246 -0.03804
```



No. 3
Below is C27H34Cl2I2KN2O6 as an isolated structure, with properties calculated with the ωB97M-V functional and the def2-TZVPD basis.

Values from the calculation:
frontier orbital gap: 5.6 eV
calculated total energy: -101391.4787 eV
relative energy (zero: lowest compared OMol25 entry of this formula, charge and spin): 0.9 kcal/mol
total charge: -1

Structure (XYZ):
```
74
C27H34Cl2I2KN2O6, DFT the ωB97M-V functional and the def2-TZVPD basis
K 0.14958 1.08858 2.78430
O -3.61820 -2.83190 3.63087
C -3.13404 -1.74602 3.88755
C -2.01076 -1.47550 4.85132
O -1.41404 -2.29955 5.52674
C -1.69041 -0.04013 4.74132
C -2.59168 0.57304 3.80155
O -2.55522 1.79984 3.44758
C -3.45894 -0.44520 3.21196
O -4.25190 -0.29943 2.28594
O -0.71449 0.52797 5.29484
Cl 1.90056 -1.65825 3.69234
C 1.98294 -0.78141 5.23022
Cl 2.79649 0.78779 4.99875
H 2.57645 -1.36571 5.92130
H 0.96279 -0.58178 5.56180
I 1.73074 5.96939 3.87516
C -0.12616 5.73778 4.89793
I -1.20350 3.97073 4.38274
H -0.72219 6.60826 4.65287
H 0.11121 5.72472 5.95444
C -3.84518 -2.08900 -2.26654
C -2.40241 -2.59386 -2.41076
C -2.38785 -4.12604 -2.33113
C -1.87164 -2.16951 -3.77947
C -1.56397 -2.03263 -1.26898
C -1.91531 -2.29768 0.04734
C -1.17291 -1.74741 1.07446
N -0.10739 -0.97125 0.88512
C 0.25162 -0.72546 -0.37139
C -0.44733 -1.22896 -1.46701
C 1.48260 0.10093 -0.56224
C 2.26121 -0.04592 -1.70372
C 3.41530 0.71224 -1.88201
C 3.73057 1.60494 -0.86826
C 2.90574 1.68097 0.24581
N 1.80898 0.95518 0.41641
C 4.26891 0.52410 -3.13171
C 3.41411 0.79887 -4.37619
C 4.77856 -0.92321 -3.17393
C 5.47295 1.46459 -3.15225
H -4.46642 -2.50852 -3.06157
H -3.88515 -1.00088 -2.33256
H -4.27728 -2.37515 -1.30782
H -2.99214 -4.54723 -3.13793
H -2.79573 -4.47887 -1.38393
H -1.37053 -4.51185 -2.42495
H -2.50231 -2.59488 -4.56235
H -0.85116 -2.52264 -3.94553
H -1.88473 -1.08380 -3.89577
H -2.77760 -2.89741 0.30627
H -1.43795 -1.95771 2.10298
H -0.13984 -0.95116 -2.46382
H 1.97334 -0.78326 -2.44005
H 4.60416 2.23863 -0.91369
H 3.15205 2.37228 1.04584
H 2.56235 0.12071 -4.43640
H 4.01472 0.66486 -5.27863
H 3.03062 1.82069 -4.36760
H 3.95488 -1.63716 -3.20183
H 5.38661 -1.14707 -2.29573
H 5.39120 -1.07842 -4.06490
H 5.16633 2.51204 -3.13616
H 6.04811 1.29879 -4.06495
H 6.13698 1.28790 -2.30432
C -3.21455 1.32513 -0.63041
C -2.47965 2.55140 -0.12091
O -1.67640 2.25450 1.00462
H -3.83934 1.57730 -1.49341
H -3.84498 0.90328 0.15496
H -2.49750 0.56013 -0.93127
H -3.20052 3.33875 0.13084
H -1.81679 2.95637 -0.89136
H -2.26651 2.13911 1.78723
```



No. 4
Below is C41H42NiP2S as an isolated structure, with properties calculated with the ωB97M-V functional and the def2-TZVPD basis.

Values from the calculation:
spin multiplicity: 3
frontier orbital gap (spin up / spin down): 6.8 / 6.9 eV
calculated total energy: -113646.4613 eV
relative energy (zero: lowest compared OMol25 entry of this formula, charge and spin): 0.0 kcal/mol
expectation value of S²: 2.02

Structure (XYZ):
```
87
C41H42NiP2S, DFT the ωB97M-V functional and the def2-TZVPD basis
Ni 1.29447 -0.42977 -1.00393
C -3.45940 2.58042 2.51843
C -2.22317 1.81981 2.17914
C -1.93554 0.59672 2.91516
C -2.45288 -0.70499 2.22758
C -3.91493 -0.71934 1.93433
C -4.87809 -0.00492 2.55333
C -4.75803 0.75164 3.85557
C -4.22163 2.21313 3.80971
C -0.34026 0.26260 -1.41881
H -3.30347 3.67008 2.47446
H -1.45872 2.50021 1.83131
H -2.40293 0.61628 3.91159
H -0.85019 0.53372 3.09278
H -1.91777 -0.80841 1.26842
H -2.17990 -1.54765 2.90214
H -4.23340 -1.42892 1.16499
H -5.91516 -0.01002 2.18034
H -4.21163 0.15867 4.61797
H -5.79105 0.84285 4.24939
H -5.09556 2.87568 3.87844
H -3.56588 2.41788 4.67099
H -0.40521 1.29420 -1.03645
H -1.16009 -0.28300 -0.94639
H -0.37171 0.16333 -2.50803
P 3.30674 0.09957 -0.90464
P 1.83328 -2.25994 -2.11040
C 3.40261 -1.51093 -0.03067
C 2.83215 -2.59902 -0.61447
C 5.00490 0.54039 -1.31361
C 5.96968 0.03654 -0.43355
C 7.30215 0.41436 -0.54356
C 7.70347 1.27477 -1.56615
C 6.75137 1.73981 -2.48152
C 5.40961 1.36985 -2.37487
C 2.93816 1.04448 0.58572
C 1.66832 0.63207 1.06778
C 0.79853 1.61769 1.53010
C 1.30070 2.86040 1.92085
C 2.62135 3.19803 1.59475
C 3.40370 2.33207 0.82443
C 2.81725 -3.48530 -3.20540
C 4.18705 -3.26276 -3.46259
C 4.99098 -4.25980 -4.03038
C 4.45361 -5.50982 -4.35794
C 3.09952 -5.74414 -4.11234
C 2.29691 -4.74135 -3.55006
C 0.33064 -3.24412 -1.79493
C -0.68860 -3.23387 -2.76422
C -1.84914 -3.96846 -2.53461
C -1.98660 -4.71725 -1.36019
C -0.96518 -4.72411 -0.41005
C 0.19611 -3.98342 -0.61857
H 3.95912 -1.48380 0.91189
H 3.06398 -3.64557 -0.40045
H 5.69335 -0.65522 0.35745
H 8.03001 0.03781 0.17302
H 8.74570 1.59220 -1.64323
H 7.06454 2.40145 -3.28743
H 4.67279 1.72264 -3.09328
H 1.29289 -0.41654 0.98446
H -0.27292 1.41808 1.43562
H 0.64535 3.55915 2.44298
H 3.01111 4.15163 1.92881
H 4.34532 2.68047 0.40002
H 4.64659 -2.30834 -3.19513
H 6.05621 -4.08531 -4.19923
H 5.08160 -6.29669 -4.79180
H 2.66888 -6.72250 -4.33053
H 1.24835 -4.96520 -3.35373
H -0.55415 -2.65474 -3.68052
H -2.64168 -3.96615 -3.28254
H -2.88642 -5.31112 -1.19558
H -1.05496 -5.32064 0.49705
H 0.99166 -4.00358 0.12374
S -4.40993 2.18717 0.96090
C -5.40270 3.62685 1.01087
C -4.90772 4.78636 0.39623
C -5.65274 5.95891 0.45649
C -6.86992 5.98055 1.15052
C -7.36677 4.81303 1.74581
C -6.62639 3.62835 1.69894
H -3.95058 4.72861 -0.11957
H -5.26738 6.85692 -0.02121
H -7.43046 6.90707 1.23818
H -8.32107 4.82401 2.26657
H -6.97879 2.69820 2.14334
```



> Number 1 is which compound?

C22H22N2O3S



> relative energy (zero: lowest compared OMol25 entry of this formula, charge and spin) of number 2 (C3HO2)?

32.1 kcal/mol